[1]
Formula: C2H6BF4O2Rb
Source: the OMol25 dataset
Level of theory: ωB97M-V/def2-TZVPD

Values from the calculation:
Energy above the lowest of the compared OMol25 structures with the same formula, charge and spin in kcal per mole: 0.0

XYZ file:
```
16
Properties=species:S:1:pos:R:3:forces:R:3
Rb 1.395 -0.771 -0.244 -0.16 -0.32 -0.89
B 0.502 -2.280 -3.238 1.45 -1.33 -0.99
F 1.196 -1.050 -3.048 -0.16 0.30 0.66
F -0.228 -2.610 -2.065 -0.19 0.66 -0.07
F -0.197 -2.216 -4.429 -0.62 0.15 0.60
F 1.497 -3.307 -3.386 -0.31 0.49 0.37
C -0.647 1.893 1.087 -0.13 0.84 -0.23
C -0.297 1.033 2.289 -0.22 0.43 -0.06
O 1.050 0.572 2.189 0.03 -0.10 0.20
O -1.051 1.069 -0.006 0.30 0.14 0.27
H 0.146 2.571 0.750 0.55 -0.79 -0.03
H -1.385 2.683 1.288 -0.51 -0.68 0.44
H -0.978 0.174 2.254 -0.05 0.04 0.25
H -0.440 1.559 3.236 -0.02 0.09 -0.10
H 1.251 0.110 3.011 0.12 0.07 -0.07
H -1.814 0.572 0.312 -0.08 0.01 -0.35
```
Positions in Å, forces in eV/Å.

Here are the Löwdin charges for atoms 1 to 2, given in e: atom 1 (Rb): 1.123, atom 2 (B): -1.244

***

[2]
Formula: C39H39AlBN6O3S2Se
Source: the OMol25 dataset
Level of theory: ωB97M-V/def2-TZVPD

Values from the calculation:
Energy above the lowest of the compared OMol25 structures with the same formula, charge and spin in kcal per mole: 0.0
Charge: -1

XYZ file:
```
92
Properties=species:S:1:pos:R:3:forces:R:3
Al -1.064 0.166 0.244 -0.49 0.44 -0.08
C 4.194 -0.083 -0.914 0.01 -0.02 0.02
C 3.009 -0.011 -0.011 0.02 -0.08 -0.02
C 2.952 -0.192 1.358 0.01 0.03 0.02
C 1.602 -0.072 1.691 -0.08 -0.10 -0.11
N 0.895 0.175 0.586 0.04 -0.07 0.13
N 1.767 0.215 -0.462 0.01 0.15 -0.02
B 1.315 0.017 -1.947 -0.07 -0.05 -0.01
N 0.183 1.071 -2.220 -0.07 0.04 0.05
N -0.473 1.613 -1.145 0.19 -0.09 -0.05
C -0.771 2.871 -1.460 0.02 0.11 0.04
C -0.401 3.127 -2.786 -0.05 -0.04 0.00
C 0.211 1.975 -3.222 0.03 -0.12 -0.02
C 0.855 1.707 -4.539 -0.01 0.03 0.00
C -1.127 3.922 -0.491 0.01 0.00 -0.02
C -0.493 3.950 0.747 0.01 -0.02 0.00
C -0.655 5.040 1.589 -0.02 0.03 0.00
C -1.450 6.108 1.199 0.01 0.00 0.01
C -2.086 6.082 -0.034 0.00 -0.01 -0.01
C -1.921 4.996 -0.877 -0.01 0.01 0.00
N 0.982 -1.469 -2.091 -0.04 -0.07 -0.06
N 0.666 -2.138 -0.966 0.21 -0.04 0.29
C 0.674 -3.420 -1.259 0.06 -0.05 -0.21
C 1.000 -3.607 -2.622 -0.12 0.04 0.01
C 1.190 -2.337 -3.116 -0.01 0.03 0.02
C 1.549 -1.900 -4.496 0.00 -0.01 0.00
C 0.436 -4.428 -0.215 -0.02 -0.03 -0.04
C -0.295 -5.581 -0.484 0.02 0.00 -0.01
C -0.503 -6.527 0.508 0.00 0.00 0.01
C 0.013 -6.329 1.782 0.00 0.00 0.00
C 0.734 -5.176 2.059 -0.02 0.00 -0.01
C 0.945 -4.234 1.065 -0.02 0.03 0.04
C 0.983 -0.246 3.016 0.06 0.01 0.01
C 0.107 0.696 3.539 0.01 0.01 -0.06
C -0.496 0.480 4.768 -0.01 -0.02 0.04
C -0.207 -0.667 5.492 -0.01 0.01 0.01
C 0.686 -1.602 4.984 0.00 0.01 -0.01
C 1.279 -1.394 3.751 -0.02 0.01 -0.02
H 5.090 -0.254 -0.319 0.00 0.01 -0.01
H 4.319 0.839 -1.481 -0.01 0.00 0.00
H 4.089 -0.902 -1.627 0.00 -0.01 0.01
H 3.772 -0.361 2.035 0.01 0.00 -0.01
H 2.223 0.281 -2.688 0.02 0.09 0.04
H -0.505 4.055 -3.321 0.00 0.01 0.00
H 0.676 2.547 -5.208 0.00 0.00 0.01
H 0.447 0.808 -4.998 0.00 0.01 -0.01
H 1.931 1.566 -4.433 0.00 -0.01 0.00
H 0.148 3.125 1.031 0.01 0.00 0.00
H -0.156 5.054 2.550 0.00 0.00 0.00
H -1.583 6.956 1.860 0.00 0.00 0.00
H -2.726 6.903 -0.334 0.00 0.00 0.00
H -2.427 4.968 -1.834 0.00 0.00 0.00
H 1.086 -4.535 -3.164 0.01 0.00 0.00
H 1.750 -2.774 -5.114 0.01 0.00 0.00
H 2.434 -1.260 -4.503 -0.01 0.01 0.00
H 0.734 -1.344 -4.962 -0.01 -0.02 -0.01
H -0.740 -5.704 -1.463 0.01 -0.01 0.00
H -1.090 -7.412 0.292 0.00 0.00 0.00
H -0.161 -7.064 2.559 0.00 0.00 0.00
H 1.121 -5.005 3.057 0.00 0.00 0.00
H 1.489 -3.319 1.270 0.01 0.00 -0.01
H -0.130 1.585 2.970 -0.02 0.01 0.02
H -1.208 1.201 5.148 0.00 0.01 -0.02
H -0.689 -0.840 6.446 0.00 0.00 0.00
H 0.901 -2.505 5.541 0.00 0.00 0.00
H 1.949 -2.133 3.328 -0.01 -0.01 0.02
C -6.278 6.110 -0.277 0.00 -0.01 0.00
C -5.394 4.968 0.152 0.00 0.01 0.02
C -5.134 3.900 -0.694 0.00 -0.01 -0.01
C -4.322 2.832 -0.316 -0.02 0.00 -0.03
C -4.134 1.683 -1.263 0.00 0.01 0.03
C -3.726 2.848 0.951 0.05 -0.05 0.03
Se -2.725 1.352 1.632 0.10 0.00 0.04
C -4.007 3.902 1.836 -0.02 0.03 0.01
C -3.473 3.920 3.242 0.01 -0.01 -0.02
C -4.830 4.942 1.420 -0.01 -0.02 -0.03
H -6.521 6.040 -1.338 0.00 0.00 0.00
H -5.792 7.073 -0.105 0.00 0.00 0.00
H -7.217 6.116 0.280 0.00 0.00 0.00
H -5.585 3.884 -1.682 0.00 0.00 0.00
H -4.778 1.799 -2.136 0.00 -0.01 -0.01
H -4.358 0.731 -0.776 0.00 0.01 -0.02
H -3.102 1.603 -1.609 -0.03 0.00 0.00
H -2.390 3.796 3.253 -0.01 0.00 0.00
H -3.884 3.091 3.823 -0.01 0.00 0.00
H -3.734 4.857 3.736 0.01 0.00 0.00
H -5.030 5.759 2.108 0.00 0.00 0.00
O -2.300 -3.102 -1.079 -0.06 0.00 -0.03
S -2.663 -1.903 -0.369 0.00 -0.19 -0.03
O -2.013 -0.669 -1.059 0.22 -0.05 0.01
O -4.074 -1.668 -0.207 -0.01 0.02 0.00
S -1.662 -1.776 1.427 0.10 0.01 0.04
```
Positions in Å, forces in eV/Å.

Here are the Löwdin charges for atoms 1 to 2, given in e: atom 1 (Al): -0.292, atom 2 (C): -0.017

***

[3]
Formula: C5H8O
Source: the OMol25 dataset
Level of theory: ωB97M-V/def2-TZVPD

Values from the calculation:
SMILES: C1OC[C@@H]2C[C@@H]12
Energy above the lowest of the compared OMol25 structures with the same formula, charge and spin in kcal per mole: 143.2

XYZ file:
```
14
Properties=species:S:1:pos:R:3:forces:R:3
C -0.740 -1.182 0.270 -2.02 -0.62 1.81
O -1.557 0.023 -0.204 1.25 0.50 1.61
C -0.611 1.329 -0.028 -2.06 0.03 0.70
C 0.672 0.596 0.246 -1.80 4.14 0.02
C 1.911 -0.096 -0.021 1.03 1.00 -4.13
C 0.532 -0.664 -0.332 -1.01 -5.48 -2.69
H -0.887 -1.379 1.398 0.71 1.01 -1.32
H -1.181 -2.163 -0.123 0.50 1.72 -0.33
H -0.992 2.023 0.913 0.89 -2.02 -2.47
H -0.757 1.850 -0.965 0.00 0.06 -0.10
H 0.511 0.457 1.237 -0.16 -0.67 3.37
H 2.469 0.248 -0.919 -0.69 -0.72 0.05
H 2.657 -0.166 0.692 0.64 -0.93 2.08
H 0.054 -0.953 -1.406 2.72 1.98 1.39
```
Positions in Å, forces in eV/Å.

Here are the Löwdin charges for atoms 1 to 2, given in e: atom 1 (C): -0.171, atom 2 (O): -0.206

***

[4]
Formula: C9H37B2ClN2O8
Source: the OMol25 dataset
Level of theory: ωB97M-V/def2-TZVPD

Values from the calculation:
Charge: -2

XYZ file:
```
59
Properties=species:S:1:pos:R:3:forces:R:3
O 8.844 -17.590 5.386 -0.51 0.21 0.26
H 9.280 -16.672 5.225 0.70 -0.36 -0.12
H 9.156 -18.235 4.726 0.03 0.01 -0.30
H 7.835 -17.554 5.345 0.06 -0.15 -0.23
Cl 10.341 -20.160 3.013 -0.55 -0.02 -0.13
O 11.434 -19.429 3.607 0.08 -0.03 -0.17
O 10.839 -21.123 2.059 0.08 -0.03 0.08
O 9.618 -20.843 4.074 0.10 0.00 -0.03
O 9.445 -19.236 2.354 0.16 -0.09 0.17
B 10.826 -15.435 4.701 -0.31 0.36 -0.18
H 12.019 -15.542 4.587 0.27 -0.28 0.11
H 10.250 -16.000 3.799 -0.13 -0.12 -0.35
H 10.436 -15.892 5.762 0.06 -0.05 0.48
H 10.532 -14.259 4.698 -0.18 0.34 -0.06
B 6.002 -18.008 4.922 0.14 0.20 -0.32
H 6.397 -18.382 5.996 0.07 -0.31 0.33
H 6.648 -18.560 4.072 0.12 -0.33 -0.18
H 4.828 -18.212 4.777 -0.34 0.09 0.08
H 6.296 -16.827 4.850 -0.12 0.45 0.05
C 6.007 -20.010 8.810 -0.12 -0.12 0.09
O 6.574 -18.813 8.351 -0.34 0.28 0.35
H 4.908 -19.994 8.836 0.02 0.01 -0.34
H 6.362 -20.849 8.202 -0.20 -0.16 0.14
H 6.284 -20.174 9.857 0.35 0.06 -0.12
H 6.182 -18.592 7.481 0.36 -0.11 0.13
C 13.705 -18.942 5.472 0.31 -0.52 -0.33
C 12.452 -18.779 6.284 -0.62 0.01 1.40
C 11.951 -20.117 6.832 -0.31 -0.52 -1.06
O 10.824 -19.862 7.649 0.27 0.01 0.46
C 9.993 -20.980 7.819 -0.14 -0.12 -0.22
N 12.656 -17.843 7.424 0.29 -0.51 -0.23
H 13.484 -19.439 4.526 -0.02 0.26 0.02
H 14.416 -19.608 5.984 -0.03 0.13 0.21
H 14.218 -17.999 5.291 -0.21 0.13 -0.06
H 11.584 -18.413 5.735 0.49 0.34 -0.37
H 12.733 -20.695 7.358 -0.01 0.26 0.32
H 11.618 -20.755 5.998 0.14 0.15 -0.07
H 9.429 -21.184 6.901 0.02 -0.01 0.02
H 9.296 -20.760 8.627 -0.03 0.05 -0.01
H 10.563 -21.885 8.072 0.06 0.06 0.07
H 13.447 -18.214 7.952 0.04 0.12 0.04
H 11.855 -18.001 8.029 -0.03 0.32 0.05
C 9.271 -13.625 7.567 0.82 -0.59 -0.06
C 7.833 -14.080 7.791 -0.09 0.93 -0.34
C 7.489 -14.040 9.283 0.38 -0.09 -0.05
O 8.256 -14.923 10.076 0.28 -0.12 0.57
C 7.864 -16.267 9.914 -0.90 -0.11 -1.28
N 6.856 -13.205 7.108 -0.16 0.10 0.14
H 9.479 -13.191 6.588 -0.42 -0.19 -0.17
H 9.916 -14.506 7.601 0.20 0.17 0.13
H 9.660 -12.903 8.294 -0.37 -0.07 0.25
H 7.704 -15.078 7.375 -0.08 -0.05 0.06
H 6.417 -14.196 9.449 -0.01 -0.03 -0.09
H 7.781 -13.043 9.628 -0.28 0.06 0.10
H 7.874 -16.518 8.849 0.24 -0.30 0.11
H 6.810 -16.423 10.186 0.10 0.08 0.35
H 8.490 -16.985 10.431 0.27 0.37 0.25
H 7.197 -12.250 7.160 -0.03 0.01 0.04
H 6.827 -13.417 6.118 0.05 -0.17 0.02
```
Positions in Å, forces in eV/Å.

Here are the Löwdin charges for atoms 1 to 2, given in e: atom 1 (O): 0.133, atom 2 (H): 0.053

***

| no. | frontier orbital gap (Eh) | LUMO level (eV) |
| --- | --- | --- |
| 1 | 0.36608 | -0.8 |
| 2 | 0.25110 | 2.3 |
| 3 | 0.38844 | 1.0 |
| 4 | 0.31151 | 4.8 |